# 1
Entry from the OMol25 dataset: C20H18I2N2O7Tl as an isolated structure (ωB97M-V/def2-TZVPD).

The geometry in ORCA input format:
```
! RIJCOSX wB97M-V def2-TZVPD def2/J DEFGRID3
* xyz -1 1
Tl 0.605 0.084 -0.234
O 3.926 -2.188 1.429
C 2.829 -1.661 1.291
O 2.429 -1.079 0.213
C 1.879 -1.672 2.511
C 1.433 -0.264 2.938
C 0.918 -0.302 4.383
C -0.442 -1.027 4.209
C -0.474 -1.251 2.689
O 0.199 -0.070 2.208
C 0.495 -2.381 2.316
C 0.202 -2.922 0.900
O 0.427 -4.104 0.667
O -0.296 -2.072 0.075
H 2.449 -2.149 3.305
H 2.137 0.528 2.707
H 0.775 0.712 4.758
H 1.607 -0.820 5.048
H -1.273 -0.396 4.524
H -0.492 -1.971 4.751
H -1.459 -1.322 2.237
H 0.398 -3.234 2.986
I 4.234 3.021 2.569
C 2.538 3.826 1.628
C 2.245 5.180 1.752
C 1.136 5.706 1.137
I 0.775 7.781 1.343
C 0.284 4.897 0.362
C -0.875 5.336 -0.314
C -1.602 4.459 -1.070
C -1.189 3.120 -1.148
N -0.139 2.672 -0.509
C 0.600 3.514 0.234
C 1.754 2.925 0.886
O 2.036 1.688 0.785
H 2.895 5.810 2.344
H -1.182 6.370 -0.226
H -2.489 4.783 -1.599
H -1.746 2.406 -1.743
N -3.642 -0.760 -1.719
C -2.355 -0.491 -1.367
O -2.108 0.068 -0.309
C -1.310 -0.988 -2.345
C -0.004 -0.206 -2.355
H -4.354 -0.631 -1.021
H -3.837 -1.373 -2.489
H -1.752 -1.045 -3.345
H -1.085 -2.000 -1.996
H -0.080 0.752 -2.865
H 0.796 -0.804 -2.782
*
```

Calculated values
ΔE to the lowest compared entry with this formula, charge and spin in kJ/mol: 74.0
Molar mass in g/mol: 856.562
Highest occupied orbital energy in eV: -5.05
Gap between HOMO and LUMO in eV: 7.05
DFT total energy in Eh: -2177.133938

=====

# 2
Entry from the OMol25 dataset: C20H18MnN2O2S4 as an isolated structure (ωB97M-V/def2-TZVPD).

The geometry in ORCA input format:
```
! RIJCOSX wB97M-V def2-TZVPD def2/J DEFGRID3
* xyz 0 6
Mn -1.292 -1.553 1.344
O 0.836 -1.560 1.842
S 2.265 -1.569 1.383
C 2.748 0.208 1.431
C 1.814 1.068 0.590
C 1.576 2.450 1.214
C 0.602 2.419 2.386
S -1.174 2.017 2.029
O -1.213 0.527 1.869
C -1.329 2.694 0.366
C -1.504 1.844 -0.711
C -1.663 2.385 -1.978
C -1.668 3.762 -2.150
C -1.521 4.607 -1.057
C -1.357 4.073 0.210
C 2.330 -1.747 -0.419
C 1.202 -1.898 -1.201
C 1.331 -2.109 -2.566
C 2.590 -2.162 -3.142
C 3.723 -2.007 -2.356
C 3.595 -1.814 -0.991
H 3.793 0.277 1.128
H 2.676 0.462 2.490
H 0.852 0.563 0.504
H 2.209 1.183 -0.420
H 1.198 3.128 0.450
H 2.523 2.865 1.569
H 0.583 3.376 2.909
H 0.855 1.634 3.103
H -1.542 0.773 -0.556
H -1.799 1.735 -2.832
H -1.805 4.182 -3.138
H -1.546 5.680 -1.195
H -1.255 4.722 1.073
H 0.213 -1.883 -0.777
H 0.446 -2.247 -3.173
H 2.690 -2.340 -4.204
H 4.706 -2.051 -2.805
H 4.474 -1.719 -0.363
S -3.592 -1.456 0.909
C -3.982 -3.149 0.968
C -5.370 -3.470 0.972
N -6.494 -3.717 1.002
C -3.057 -4.154 1.039
S -1.340 -3.906 1.129
C -3.495 -5.510 1.053
N -3.832 -6.611 1.074
*
```

Calculated values
Molar mass in g/mol: 501.582
Expectation value of S²: 8.757
Highest occupied orbital energy (alpha / beta) in eV: -6.93 / -7.07
Gap between HOMO and LUMO (alpha / beta) in eV: 6.68 / 6.81
DFT total energy in Eh: -3776.644911

=====

# 3
Entry from the OMol25 dataset: C20H18N2O2PdS4Te as an isolated structure (ωB97M-V/def2-TZVPD).

The geometry in ORCA input format:
```
! RIJCOSX wB97M-V def2-TZVPD def2/J DEFGRID3
* xyz 0 1
Pd -0.582 1.020 0.514
O 0.308 6.183 4.849
C 0.152 5.264 4.096
S -1.270 5.075 3.046
C -0.751 3.583 2.294
C 0.419 3.069 2.679
S 1.033 1.567 2.041
S 1.324 3.940 3.895
S -1.774 2.832 1.090
N 0.670 -0.578 -0.093
C 1.810 -0.701 0.077
N 3.095 -0.842 0.253
C 3.583 -1.290 1.571
C 4.966 -1.883 1.380
O 5.834 -0.953 0.762
C 5.372 -0.601 -0.528
C 4.013 0.066 -0.459
H 2.890 -2.029 1.969
H 3.622 -0.432 2.247
H 4.900 -2.795 0.773
H 5.402 -2.132 2.346
H 5.317 -1.495 -1.163
H 6.103 0.087 -0.950
H 3.618 0.252 -1.456
H 4.070 1.012 0.087
Te -2.523 0.435 -1.139
C -4.116 -0.043 0.157
C -5.349 -0.353 -0.406
C -6.409 -0.710 0.414
C -6.239 -0.748 1.791
C -5.009 -0.431 2.349
C -3.941 -0.078 1.535
C -2.094 -1.570 -1.627
C -1.990 -1.936 -2.961
C -1.707 -3.256 -3.293
C -1.542 -4.202 -2.295
C -1.654 -3.832 -0.960
C -1.923 -2.516 -0.623
H -5.485 -0.319 -1.480
H -7.369 -0.951 -0.024
H -7.069 -1.020 2.430
H -4.877 -0.453 3.423
H -2.987 0.187 1.970
H -2.132 -1.202 -3.745
H -1.624 -3.542 -4.334
H -1.328 -5.231 -2.555
H -1.527 -4.571 -0.179
H -1.999 -2.225 0.418
*
```

Calculated values
ΔE to the lowest compared entry with this formula, charge and spin in kJ/mol: 0.0
Molar mass in g/mol: 680.664
Highest occupied orbital energy in eV: -6.85
Gap between HOMO and LUMO in eV: 6.45
DFT total energy in Eh: -3021.575569

=====

# 4
Entry from the OMol25 dataset: one molecule with the formula C20H18N4O4S (ωB97M-V/def2-TZVPD).

The geometry in ORCA input format:
```
! RIJCOSX wB97M-V def2-TZVPD def2/J DEFGRID3
* xyz 0 1
C -6.288 -1.228 0.107
C -5.319 -2.402 0.066
C -4.168 -2.156 -0.917
C -3.336 -1.003 -0.509
N -3.140 0.033 -1.214
N -2.355 0.938 -0.615
C -1.992 2.175 -1.239
O -2.399 2.442 -2.340
C -1.143 2.954 -0.381
C -0.766 2.527 0.854
C 0.130 3.354 1.744
O 1.177 3.981 1.046
C 2.144 3.194 0.485
C 3.158 3.867 -0.197
C 4.176 3.151 -0.792
C 4.214 1.768 -0.729
C 3.205 1.097 -0.050
N 3.157 -0.294 0.060
C 4.027 -1.228 -0.424
O 5.041 -0.998 -1.050
C 3.607 -2.604 -0.105
C 4.224 -3.792 -0.402
C 3.401 -4.808 0.130
C 2.346 -4.171 0.710
O 2.456 -2.842 0.576
C 2.172 1.811 0.558
N -1.148 1.332 1.375
C -1.911 0.604 0.632
S -2.521 -0.963 1.071
H -7.110 -1.440 0.786
H -6.697 -1.038 -0.883
H -5.789 -0.324 0.446
H -5.849 -3.304 -0.242
H -4.907 -2.577 1.063
H -4.558 -1.949 -1.914
H -3.536 -3.047 -0.964
H -0.806 3.904 -0.762
H 0.504 2.725 2.561
H -0.452 4.175 2.176
H 3.122 4.943 -0.244
H 4.958 3.677 -1.319
H 5.008 1.213 -1.196
H 2.364 -0.654 0.574
H 5.146 -3.903 -0.933
H 3.570 -5.864 0.088
H 1.485 -4.540 1.232
H 1.402 1.263 1.080
*
```

Calculated values
ΔE to the lowest compared entry with this formula, charge and spin in kJ/mol: 200.9
Molar mass in g/mol: 410.455
Highest occupied orbital energy in eV: -8.25
Gap between HOMO and LUMO in eV: 8.25
DFT total energy in Eh: -1691.112048

=====

# 5
Entry from the OMol25 dataset: one molecule with the formula C20H18N4O4S (ωB97M-V/def2-TZVPD).

The geometry in ORCA input format:
```
! RIJCOSX wB97M-V def2-TZVPD def2/J DEFGRID3
* xyz 0 1
C 2.005 3.757 1.902
O 2.522 2.947 0.869
C 1.662 2.476 -0.077
C 2.247 1.802 -1.152
C 1.469 1.285 -2.159
C 0.080 1.413 -2.122
O -0.595 0.846 -3.172
C -1.994 0.788 -3.133
C -2.565 -0.090 -2.066
N -3.840 -0.287 -1.880
N -4.012 -1.124 -0.843
C -2.834 -1.409 -0.374
N -1.857 -0.783 -1.118
N -0.531 -0.951 -1.012
C -0.020 -1.284 0.115
C 1.421 -1.511 0.123
C 2.171 -1.522 1.298
C 3.543 -1.685 1.248
C 4.186 -1.846 0.032
C 3.448 -1.847 -1.141
C 2.080 -1.681 -1.099
C -0.854 -1.422 1.367
C -1.292 -0.068 1.939
C -0.370 0.519 2.980
O -0.200 1.697 3.138
O 0.207 -0.399 3.761
S -2.351 -2.428 0.939
C -0.503 2.090 -1.061
C 0.283 2.621 -0.047
H 1.531 4.658 1.498
H 2.864 4.043 2.507
H 1.285 3.215 2.520
H 3.320 1.698 -1.171
H 1.914 0.774 -2.997
H -2.445 1.788 -3.045
H -2.291 0.377 -4.104
H 1.696 -1.392 2.257
H 4.114 -1.684 2.164
H 5.258 -1.972 0.001
H 3.945 -1.979 -2.091
H 1.494 -1.684 -2.003
H -0.352 -2.020 2.125
H -1.416 0.678 1.150
H -2.260 -0.190 2.439
H 0.741 0.030 4.449
H -1.575 2.221 -1.003
H -0.203 3.136 0.767
*
```

Calculated values
ΔE to the lowest compared entry with this formula, charge and spin in kJ/mol: 312.2
Molar mass in g/mol: 410.455
Highest occupied orbital energy in eV: -7.99
Gap between HOMO and LUMO in eV: 7.74
DFT total energy in Eh: -1691.069670

=====

# 6
Entry from the OMol25 dataset: one molecule with the formula C20H18N4O4S2 (ωB97M-V/def2-TZVPD).

The geometry in ORCA input format:
```
! RIJCOSX wB97M-V def2-TZVPD def2/J DEFGRID3
* xyz 0 1
C 4.232 -1.153 3.331
C 4.032 0.288 2.962
C 4.140 1.289 3.914
C 3.963 2.615 3.561
C 3.658 2.947 2.255
C 3.528 1.971 1.274
C 3.161 2.348 -0.124
C 3.738 0.641 1.642
N 3.614 -0.402 0.695
C 4.264 -0.492 -0.479
O 5.100 0.281 -0.886
C 3.912 -1.720 -1.325
S 2.483 -2.706 -0.791
C 1.209 -1.579 -1.120
N 1.407 -0.383 -1.562
N 0.284 0.303 -1.740
C -0.776 -0.364 -1.429
N -2.045 0.132 -1.537
C -3.125 -0.597 -1.114
O -3.022 -1.743 -0.744
C -4.437 0.108 -1.259
C -5.143 0.011 -2.449
C -6.392 0.600 -2.562
C -6.947 1.279 -1.489
C -6.254 1.376 -0.297
C -4.995 0.795 -0.176
C -4.200 0.897 1.068
O -3.022 0.639 1.132
O -4.902 1.321 2.121
S -0.483 -1.992 -0.861
H 4.583 -1.237 4.356
H 3.296 -1.709 3.247
H 4.964 -1.620 2.674
H 4.373 1.028 4.936
H 4.058 3.389 4.308
H 3.507 3.982 1.986
H 2.770 3.362 -0.154
H 4.041 2.291 -0.765
H 2.420 1.665 -0.535
H 3.061 -1.199 0.983
H 4.760 -2.407 -1.321
H 3.733 -1.387 -2.347
H -2.130 1.107 -1.784
H -4.718 -0.532 -3.279
H -6.936 0.522 -3.492
H -7.923 1.730 -1.581
H -6.673 1.901 0.547
H -4.333 1.363 2.906
*
```

Calculated values
ΔE to the lowest compared entry with this formula, charge and spin in kJ/mol: 0.0
Molar mass in g/mol: 442.522
Highest occupied orbital energy in eV: -8.44
Gap between HOMO and LUMO in eV: 8.28
DFT total energy in Eh: -2089.362265

=====

# 7
Entry from the OMol25 dataset: a 2-piece molecular cluster, C20H19ClN overall (ωB97M-V/def2-TZVPD).

The geometry in ORCA input format:
```
! RIJCOSX wB97M-V def2-TZVPD def2/J DEFGRID3
* xyz 1 1
C -2.692 2.371 -0.218
C -3.362 1.041 -0.221
C -4.757 0.976 -0.192
C -5.413 -0.237 -0.174
C -4.684 -1.404 -0.196
C -3.286 -1.388 -0.226
C -2.522 -2.663 -0.232
C -2.636 -0.153 -0.248
N -1.247 -0.129 -0.277
C -0.063 0.014 -0.350
H -1.595 2.269 -0.214
H -2.988 2.947 -1.102
H -2.994 2.953 0.659
H -5.308 1.907 -0.182
H -6.515 -0.273 -0.145
H -5.168 -2.371 -0.192
H -1.436 -2.486 -0.227
H -2.779 -3.266 0.646
H -2.774 -3.251 -1.123
Cl 4.255 1.876 4.793
C 3.625 1.265 3.319
C 3.378 -0.107 3.145
C 2.904 -0.581 1.921
C 2.572 0.285 0.856
C 2.032 -0.270 -0.414
C 2.179 0.600 -1.714
C 2.389 -0.393 -2.873
C 2.527 -1.706 -2.166
C 2.486 -1.609 -0.823
C 2.905 1.654 1.032
C 3.392 2.147 2.243
H 3.573 -0.774 3.995
H 2.835 -1.669 1.821
H 1.329 1.293 -1.957
H 3.118 1.204 -1.620
H 1.549 -0.416 -3.591
H 3.284 -0.151 -3.472
H 2.688 -2.656 -2.720
H 2.774 -2.394 -0.106
H 2.830 2.332 0.184
H 3.592 3.212 2.360
*
```

Calculated values
ΔE to the lowest compared entry with this formula, charge and spin in kJ/mol: 212.8
Molar mass in g/mol: 308.832
Highest occupied orbital energy in eV: -11.94
Gap between HOMO and LUMO in eV: 7.24
DFT total energy in Eh: -1288.138163

=====

# 8
Entry from the OMol25 dataset: C20H19ClN2O3 as an isolated structure (ωB97M-V/def2-TZVPD).

The geometry in ORCA input format:
```
! RIJCOSX wB97M-V def2-TZVPD def2/J DEFGRID3
* xyz 0 1
O 2.168 1.393 -2.492
C 1.683 0.323 -1.998
N 2.413 -0.887 -2.037
C 2.042 -2.139 -1.737
C 2.898 -3.039 -2.639
H 2.744 -3.232 -3.542
C 4.501 -2.147 -2.579
H 4.775 -2.421 -1.632
H 5.002 -2.741 -3.365
C 3.807 -0.835 -2.822
H 4.572 -0.295 -2.265
C 3.774 -0.698 -4.383
O 3.822 0.924 -4.716
H 3.356 1.268 -3.902
H 4.472 -1.102 -4.944
H 2.924 -0.820 -4.712
H 3.158 -3.896 -2.000
H 2.305 -2.200 -0.668
H 0.951 -2.423 -1.887
C 0.604 0.136 -1.288
C 0.461 -0.120 -0.060
C -0.538 -0.168 0.686
C -1.890 -0.086 -0.004
C -1.759 0.205 -1.390
C -0.842 0.004 -2.105
H -0.697 0.437 -3.080
H -2.886 0.431 -2.123
N -3.012 -0.274 0.903
C -2.297 -0.244 1.936
O -1.046 -0.229 1.971
C -3.149 -0.532 3.302
C -3.416 0.912 3.721
C -4.171 1.832 3.186
C -4.390 3.206 3.530
C -3.744 3.581 4.744
C -2.909 2.524 5.638
C -2.863 1.295 4.923
H -1.884 0.811 5.671
H -2.422 2.936 6.411
H -3.762 4.440 5.222
Cl -5.355 4.378 2.860
H -4.364 1.544 2.287
H -3.999 -0.896 3.021
H -2.478 -0.903 3.840
H 1.438 -0.254 0.517
*
```

Calculated values
ΔE to the lowest compared entry with this formula, charge and spin in kJ/mol: 1777.8
Molar mass in g/mol: 370.836
Highest occupied orbital energy in eV: -8.75
Gap between HOMO and LUMO in eV: 8.67
DFT total energy in Eh: -1568.330619

=====

# 9
Entry from the OMol25 dataset: a 2-piece molecular cluster, C20H19ClN2O4 overall (ωB97M-V/def2-TZVPD).

The geometry in ORCA input format:
```
! RIJCOSX wB97M-V def2-TZVPD def2/J DEFGRID3
* xyz 0 1
C 1.619 -0.123 -1.814
C 1.049 -0.097 -0.473
C 0.076 -0.865 0.275
C 0.101 -0.295 1.519
C 1.125 0.663 1.473
N 1.712 0.992 0.389
C 2.771 2.047 0.053
C 4.099 1.105 0.333
C 4.515 0.035 1.043
C 5.831 0.003 0.755
C 6.176 1.066 0.227
O 5.202 1.714 -0.171
H 7.204 1.299 -0.564
H 6.441 -0.718 1.288
H 3.878 -0.661 1.558
H 2.633 2.324 -0.903
H 2.610 2.789 0.618
C 1.375 1.772 2.772
H 0.992 2.611 2.639
H 0.739 1.466 3.721
H 2.476 1.550 3.072
C -0.710 -0.547 2.769
O -0.679 -0.358 3.912
C -1.886 -1.471 2.280
H -1.458 -2.885 2.071
O -2.652 -1.123 1.085
C -2.788 -1.874 -0.130
O -2.645 -3.138 0.185
C -3.451 -1.074 -1.079
C -4.224 -1.972 -2.013
C -4.886 -1.580 -2.953
C -4.777 -0.249 -3.296
C -4.209 0.689 -2.391
C -3.400 0.189 -1.418
N -2.683 1.066 -0.599
H -3.014 2.024 -0.482
H -2.360 0.551 0.327
H -4.234 2.000 -2.566
H -5.386 0.282 -4.072
Cl -5.679 -2.456 -3.965
H -4.274 -2.956 -1.871
H -2.541 -1.511 3.166
H -0.192 -1.564 -0.162
H 1.307 -0.994 -2.381
H 2.867 -0.377 -1.719
H 1.333 0.649 -2.512
*
```

Calculated values
ΔE to the lowest compared entry with this formula, charge and spin in kJ/mol: 1544.3
Molar mass in g/mol: 386.835
Highest occupied orbital energy in eV: -7.82
Gap between HOMO and LUMO in eV: 7.45
DFT total energy in Eh: -1643.643028

=====

# 10
Entry from the OMol25 dataset: a 2-piece molecular cluster, C20H19F3N overall (ωB97M-V/def2-TZVPD).

The geometry in ORCA input format:
```
! RIJCOSX wB97M-V def2-TZVPD def2/J DEFGRID3
* xyz 1 1
C -2.816 -0.684 1.775
C -1.499 -0.056 1.851
C -1.085 1.280 1.939
C 0.331 1.276 2.037
C 0.756 -0.055 1.908
C 2.078 -0.679 1.820
N -0.373 -0.823 1.843
C -0.402 -2.277 1.766
H -3.589 0.088 1.755
H -2.916 -1.294 0.866
H -3.003 -1.341 2.636
H -1.739 2.140 1.947
H 0.977 2.135 2.160
H 2.851 0.097 1.784
H 2.291 -1.333 2.679
H 2.156 -1.287 0.904
H 0.618 -2.657 1.744
H -0.921 -2.709 2.630
H -0.917 -2.608 0.856
F -1.220 7.043 5.875
C -0.330 6.312 5.113
C 0.314 6.958 4.058
C 1.232 6.183 3.345
F 1.915 6.789 2.309
C 1.510 4.862 3.645
C 0.826 4.198 4.717
C 1.138 2.826 4.931
C 0.801 1.946 6.000
C 1.439 0.668 6.039
C 1.163 -0.260 7.030
C 0.232 0.016 8.045
C -0.382 1.267 8.018
F -1.273 1.577 9.026
C -0.119 2.232 7.053
C -0.102 4.986 5.463
H 0.121 8.000 3.821
H 2.258 4.310 3.078
H 1.825 2.404 4.198
H 2.174 0.446 5.268
H 1.686 -1.218 7.043
H 0.003 -0.697 8.836
H -0.624 3.189 7.117
H -0.643 4.563 6.300
*
```

Calculated values
Molar mass in g/mol: 330.373
Highest occupied orbital energy in eV: -10.16
Gap between HOMO and LUMO in eV: 3.71
DFT total energy in Eh: -1127.564794